DFT (ωB97M-V/def2-TZVPD) results for C50H40CeNO4S9 as an isolated structure at a distorted geometry.

Values from the calculation:
* net charge: +1
* relative energy (zero: lowest compared OMol25 entry of this formula, charge and spin): 0.000 eV
* E: -172618.5403 eV

XYZ file:
```
105
Properties=species:S:1:pos:R:3:forces:R:3:lowdin_charge:R:1
Ce -1.272185 1.600971 -0.158157 -0.38 2.27 1.22 0.755
S -6.354115 2.998704 4.965499 0.29 -0.07 -0.25 0.585
C -5.124217 2.971735 3.895552 0.42 -0.42 -0.22 -1.488
S -5.266699 3.470466 2.222695 0.09 0.20 0.11 0.880
C -3.571786 3.416065 1.755332 0.73 -1.17 1.76 -1.159
C -2.691452 2.875177 2.758229 -1.85 0.19 -1.20 -1.117
S -1.033324 2.801737 2.479518 0.91 -0.95 -0.03 0.600
S -3.513992 2.320765 4.243793 0.07 0.66 -0.54 0.871
S -3.024227 3.984104 0.281577 0.16 -0.36 -1.08 0.637
C 8.210630 4.410348 -0.237993 0.68 0.87 -0.14 -0.060
C 6.966647 3.723163 0.190749 -0.60 -1.14 0.34 -0.276
C 5.723553 4.360801 0.270430 0.45 -0.48 -0.13 -0.029
C 4.566336 3.644406 0.586218 -0.63 0.58 0.06 -0.077
C 4.642536 2.268654 0.768493 0.18 0.52 -0.43 -0.388
C 5.879881 1.634149 0.759721 0.21 -1.08 0.05 -0.061
C 7.033816 2.345734 0.499515 -0.36 0.71 -0.54 -0.026
S 3.161882 1.307576 1.000543 0.47 -0.61 1.17 1.005
O 3.624529 0.173068 1.878195 -0.69 0.31 -0.61 -0.494
C 2.838808 0.670382 -0.662912 -0.09 -0.60 0.10 -0.285
C 2.730449 1.656973 -1.657647 -0.25 0.65 -0.10 -0.088
C 2.437006 1.361832 -2.960566 0.10 -0.40 0.77 -0.010
C 2.092156 0.039024 -3.290483 0.35 -0.69 0.49 -0.150
C 1.652690 -0.290214 -4.599552 -0.35 -1.00 0.12 -0.028
C 1.344096 -1.588907 -4.930024 0.27 0.34 0.08 -0.065
C 1.545161 -2.623404 -3.987048 0.04 0.61 -0.11 -0.072
C 1.966173 -2.344732 -2.727139 0.15 0.91 0.62 -0.008
C 2.212079 -0.986141 -2.281394 -0.48 -0.52 -1.15 -0.082
C 2.576246 -0.666551 -0.932609 0.30 0.59 -0.34 -0.138
C 2.715617 -1.799161 0.030955 0.38 -0.38 0.52 -0.131
C 3.837879 -2.704558 -0.119930 0.72 0.37 -0.56 -0.070
C 4.867120 -2.458060 -1.130137 -0.57 0.16 0.28 0.005
C 6.000876 -3.236170 -1.199311 -0.78 0.30 -0.31 -0.068
C 6.080702 -4.390539 -0.409023 -0.02 -0.92 0.94 -0.070
C 5.079182 -4.737744 0.479550 0.87 0.50 -0.47 -0.017
C 4.017278 -3.836957 0.750447 0.23 0.65 -1.42 -0.162
C 3.085976 -4.056226 1.755167 -1.60 0.54 0.06 -0.005
C 1.962831 -3.242622 1.829937 0.17 -0.85 1.14 -0.057
C 1.802391 -2.078470 1.043635 0.09 -0.98 -0.15 -0.306
S 0.591252 -0.909233 1.650491 -1.64 0.19 -0.77 1.143
O -0.267626 -0.434406 0.384133 0.72 -0.08 0.91 -0.660
C -0.703937 -1.783372 2.658662 1.38 0.13 0.16 -0.349
C -1.407421 -2.910175 2.240030 0.04 0.02 -0.49 -0.072
C -2.486911 -3.344492 3.007867 0.03 0.55 -0.25 -0.028
C -2.808970 -2.695917 4.218508 0.29 -0.01 -0.34 -0.249
C -4.088270 -3.095167 4.915609 0.87 -0.75 -0.13 -0.034
C -1.954861 -1.692763 4.710063 -0.32 -0.20 -0.46 -0.014
C -0.908954 -1.213502 3.920457 -0.02 -0.15 -0.34 -0.063
H 8.096375 5.502392 -0.073229 0.32 -0.59 -0.10 0.086
H 8.388816 4.264137 -1.329541 -0.02 0.01 0.76 0.098
H 9.093440 4.035618 0.338850 -0.69 0.38 -0.59 0.096
H 5.687631 5.407200 0.009338 -0.21 0.20 0.21 0.111
H 3.599536 4.188404 0.710963 0.80 -0.59 -0.31 0.117
H 5.953209 0.548623 0.947756 -0.25 0.66 -0.10 0.124
H 7.986491 1.835193 0.394226 -0.10 0.01 0.26 0.118
H 2.772866 2.695189 -1.337508 0.49 -0.09 -0.20 0.073
H 2.514701 2.097779 -3.738382 -0.34 0.40 -0.13 0.121
H 1.503915 0.492657 -5.321684 0.12 0.27 -0.15 0.108
H 0.999447 -1.853897 -5.923281 0.00 0.16 0.04 0.106
H 1.386039 -3.641941 -4.270565 -0.11 -0.44 -0.16 0.102
H 2.149556 -3.169180 -2.060279 -0.08 -0.05 0.27 0.112
H 4.710574 -1.647417 -1.860411 0.20 -0.39 0.60 0.123
H 6.779736 -3.065364 -1.943520 -0.27 0.21 0.24 0.113
H 6.970268 -5.027611 -0.478375 -0.50 0.12 -0.16 0.115
H 5.099179 -5.711776 0.951722 0.11 0.17 0.34 0.116
H 3.211315 -4.881459 2.442632 -0.14 -0.10 -0.07 0.123
H 1.184093 -3.550063 2.553683 0.60 0.56 -0.36 0.111
H -1.087310 -3.411215 1.313160 -0.47 0.24 0.40 0.130
H -3.161203 -4.113452 2.610520 0.44 0.14 0.30 0.125
H -4.915099 -2.906848 4.231141 -0.15 -0.09 0.15 0.080
H -4.210058 -2.513986 5.819229 -0.22 -0.05 0.24 0.076
H -4.029849 -4.189839 5.145618 -0.32 0.93 -0.05 0.105
H -2.152864 -1.239744 5.678339 0.03 -0.06 -0.16 0.122
H -0.258938 -0.408599 4.259796 -0.24 -0.07 -0.04 0.119
O -0.893200 2.197641 -2.243374 -0.03 0.42 -0.43 -0.353
N -0.629947 3.380836 -2.872403 -0.52 -0.68 0.57 -0.151
C -0.976602 3.490113 -4.171072 1.02 1.94 -1.05 0.003
C -0.732023 4.727718 -4.784965 -0.06 -0.19 0.38 -0.034
C -0.328371 5.861698 -4.013392 -0.10 -1.26 0.51 -0.039
C 0.007860 5.676549 -2.688743 0.16 0.33 -0.80 -0.073
C -0.081238 4.382716 -2.133858 0.27 0.12 0.86 -0.645
S 0.437731 4.098483 -0.538670 -0.35 -0.66 0.21 0.693
H -1.332220 2.606184 -4.694015 0.09 0.18 0.35 0.141
H -0.770216 4.866313 -5.863797 -0.54 -0.34 0.27 0.108
H -0.294873 6.848842 -4.444678 0.16 0.01 -0.24 0.112
H 0.411839 6.496285 -2.067824 -0.45 -0.69 -0.36 0.125
C -9.078731 -2.304172 1.672386 0.03 -0.19 0.61 -0.038
C -7.693220 -2.045711 1.150488 0.28 1.15 0.90 -0.265
C -7.148469 -0.763396 1.315344 0.38 0.38 -0.47 -0.014
C -5.934248 -0.390074 0.724745 -0.03 0.27 0.01 -0.044
C -5.230400 -1.334566 -0.034155 -0.16 0.56 0.79 -0.386
C -5.663831 -2.659488 -0.019153 0.76 -0.17 -0.76 -0.088
C -6.859094 -2.999284 0.610465 0.22 -0.63 -0.71 -0.040
S -3.776069 -0.861872 -1.020956 -1.24 0.09 -0.88 1.031
C -4.700738 -0.615499 -2.564068 0.26 -0.87 -0.76 -0.204
O -3.336467 0.569140 -0.715727 0.12 -0.25 0.79 -0.657
H -9.765043 -1.476859 1.441836 0.38 -0.11 0.23 0.091
H -9.060002 -2.482028 2.776819 -0.11 0.21 -0.85 0.106
H -9.496581 -3.176104 1.193889 -0.13 -0.41 -0.02 0.073
H -7.701705 -0.020527 1.889497 0.09 -0.09 -0.21 0.127
H -5.555414 0.640001 0.839836 -0.23 -0.59 -0.11 0.104
H -5.097069 -3.425081 -0.588232 -0.38 0.44 0.60 0.125
H -7.141379 -4.044461 0.615032 -0.18 0.00 -0.14 0.121
H -5.494222 0.150479 -2.556802 0.49 -0.29 0.54 0.089
H -5.126257 -1.611473 -2.752999 -0.15 0.30 -0.03 0.060
H -3.998526 -0.433592 -3.399248 -0.13 0.11 0.62 0.067
```
Forces are in eV/Å.